Formula: C4H11N3
Source: the OMol25 dataset
Level of theory: ωB97M-V/def2-TZVPD

Each line ends with the Mulliken charge.
Positions of all 18 atoms, in Å:
N -2.21 -2.24 -0.89  -0.409
C -1.18 -1.42 -0.51  0.008
N -1.19 -0.17 -0.39  -0.539
C -0.58 0.53 0.72  -0.473
C 0.36 1.64 0.20  -0.731
C 1.79 1.19 -0.13  -0.334
N 2.51 0.59 0.96  -0.531
H -2.88 -1.88 -1.56  0.268
H -1.91 -3.18 -1.10  0.255
H -0.30 -1.97 -0.15  0.272
H -1.38 1.08 1.20  0.237
H -0.07 -0.16 1.40  0.349
H 0.20 2.51 0.84  0.403
H -0.07 1.95 -0.76  0.318
H 2.40 1.99 -0.55  0.352
H 1.50 0.45 -0.90  0.200
H 3.50 0.45 0.87  0.197
H 2.08 -0.19 1.42  0.157

The value obtained for the highest occupied orbital energy is -0.311 Ha. Its energy above the lowest of the compared OMol25 structures with the same formula, charge and spin is 47.7 kcal/mol. As for the multiplicity: 1.